Entry 1:
Here is a molecular structure, C30H52BeBrN3P2S from the OMol25 dataset. Energies are from wB97M-V/def2-TZVPD.

Structure (ORCA input):
```
! RIJCOSX wB97M-V def2-TZVPD def2/J DEFGRID3
* xyz 2 1
N -5.059 3.320 -3.916
C -5.014 3.671 -2.628
C -4.224 2.980 -1.709
C -3.348 1.979 -2.166
C -3.398 1.626 -3.539
C -4.254 2.354 -4.372
C -2.297 1.588 -1.259
Be -0.920 0.333 -0.253
P 3.608 -0.451 -0.344
C -1.026 1.123 -1.744
C 0.059 2.113 -1.880
C 0.741 2.205 -3.107
C 1.826 3.057 -3.211
C 2.250 3.754 -2.064
C 1.481 3.783 -0.894
C 0.310 3.014 -0.842
Br 3.806 4.755 -2.133
H -2.465 2.018 -0.266
H -1.092 0.403 -2.561
H -4.205 3.260 -0.653
H -2.770 0.839 -3.958
H -5.591 4.530 -2.284
H -4.255 2.160 -5.444
H 0.363 1.650 -3.968
H -0.348 3.110 0.032
H 2.326 3.207 -4.159
H 1.788 4.393 -0.042
P -1.319 -1.822 -0.493
C 3.612 1.353 -0.237
C 5.013 1.885 -0.583
H 3.326 1.651 0.785
H 2.852 1.741 -0.923
H 5.073 2.958 -0.370
H 5.777 1.359 0.005
H 5.242 1.739 -1.647
C 3.132 -0.871 -2.030
C 4.314 -1.429 -2.842
H 2.722 0.041 -2.487
H 2.336 -1.624 -1.986
H 4.057 -1.451 -3.907
H 5.221 -0.822 -2.720
H 4.543 -2.458 -2.532
C 2.533 -1.139 0.950
C 3.494 -1.803 1.954
H 1.842 -1.870 0.501
H 1.929 -0.334 1.410
H 3.040 -2.664 2.458
H 4.401 -2.164 1.438
H 3.823 -1.088 2.721
C -1.075 -2.951 0.948
C -1.344 -4.430 0.642
H -1.717 -2.581 1.767
H -0.040 -2.818 1.302
H -2.411 -4.680 0.705
H -0.958 -4.713 -0.349
H -0.822 -5.049 1.385
C -0.127 -2.434 -1.751
C -0.520 -2.325 -3.223
H 0.158 -3.468 -1.501
H 0.741 -1.796 -1.544
H -1.435 -2.883 -3.452
H -0.641 -1.284 -3.548
H 0.286 -2.763 -3.820
C -2.890 -2.340 -1.268
C -4.083 -2.403 -0.320
H -2.712 -3.316 -1.746
H -3.077 -1.621 -2.081
H -5.006 -2.286 -0.904
H -4.134 -3.381 0.187
H -4.037 -1.609 0.432
C 1.393 -1.115 4.578
C 1.366 0.362 4.282
N 0.504 0.671 3.108
C -0.770 0.277 2.955
S -1.673 0.866 1.619
N -1.365 -0.540 3.885
C -1.638 -0.032 5.292
C -2.488 1.204 5.370
H 0.400 -1.492 4.824
H 2.062 -1.315 5.420
H 1.763 -1.677 3.720
H 1.029 0.947 5.146
H 2.375 0.719 4.027
H 0.766 1.452 2.509
H -2.215 -0.948 3.498
H -2.118 -0.866 5.805
H -0.674 0.108 5.782
H -3.468 1.042 4.922
H -2.643 1.450 6.422
H -2.019 2.055 4.876
*
```

For the orbital gap, the calculation gives 3.57 eV. For the energy above the lowest of the compared OMol25 structures with the same formula, charge and spin, the calculation gives 3.056 eV. The value obtained for the total energy is -136264.9281 eV.

***

Entry 2:
Here is 18 unconnected molecules or ions with the total composition C46H77Br8Cl18F15O10 from the OMol25 dataset. Energies are from wB97M-V/def2-TZVPD.

Structure (ORCA input):
```
! RIJCOSX wB97M-V def2-TZVPD def2/J DEFGRID3
* xyz 0 1
C -4.798 2.277 -1.414
C -4.704 3.705 -1.764
O -4.073 4.386 -0.580
C -3.741 5.684 -0.770
O -3.794 6.330 -1.779
C -3.133 6.394 0.583
F -4.098 6.699 1.509
F -2.216 5.668 1.150
F -2.606 7.602 0.295
H -3.822 1.839 -1.533
H -5.436 1.679 -2.055
H -5.270 2.187 -0.460
H -5.686 4.222 -1.892
H -4.046 3.795 -2.647
C 6.928 -3.651 -0.854
C 5.764 -2.637 -0.462
O 6.358 -1.349 -0.599
C 6.114 -0.583 -1.685
O 5.202 -0.738 -2.435
C 7.033 0.647 -1.745
F 6.311 1.692 -1.975
F 7.802 0.816 -0.682
F 7.920 0.577 -2.767
H 7.820 -3.549 -0.257
H 7.299 -3.454 -1.901
H 6.535 -4.619 -0.946
H 5.343 -2.669 0.566
H 4.913 -2.797 -1.210
C -0.793 -3.987 -5.220
C -2.218 -3.560 -4.831
O -3.129 -3.875 -5.921
C -3.556 -5.131 -5.973
O -3.231 -5.957 -5.192
C -4.605 -5.203 -7.122
F -5.417 -6.261 -7.026
F -5.335 -4.136 -7.266
F -3.787 -5.531 -8.285
H -0.047 -3.765 -4.490
H -0.496 -3.553 -6.187
H -0.676 -5.114 -5.325
H -2.347 -2.461 -4.746
H -2.515 -4.058 -3.907
C -1.431 0.856 0.550
C 0.088 0.677 0.452
O 0.602 0.254 -0.838
C 0.533 -1.069 -1.197
O 0.111 -1.951 -0.530
C 0.982 -1.131 -2.659
F 2.204 -0.530 -2.642
F 1.072 -2.418 -3.019
F 0.160 -0.610 -3.546
H -2.014 -0.028 0.460
H -1.781 1.569 -0.200
H -1.654 1.301 1.568
H 0.379 -0.101 1.160
H 0.657 1.616 0.561
C 2.228 -1.835 9.272
C 1.306 -2.664 8.320
O 1.434 -2.245 6.954
C 0.659 -1.325 6.446
O -0.105 -0.611 7.090
C 1.020 -1.115 4.949
F 1.355 -2.252 4.329
F 0.012 -0.575 4.276
F 2.098 -0.292 4.861
H 2.140 -0.770 9.064
H 3.276 -2.069 9.048
H 1.912 -2.098 10.289
H 0.295 -2.357 8.619
H 1.579 -3.728 8.285
Cl 2.622 3.223 3.014
C 1.100 4.197 2.905
C -0.040 3.621 3.701
Cl 0.338 3.556 5.490
H 0.772 4.438 1.927
H 1.448 5.082 3.369
H -0.299 2.586 3.485
H -0.959 4.212 3.686
Cl 3.927 0.093 1.304
C 4.889 -0.385 2.685
C 6.120 0.493 2.714
Cl 5.779 2.143 3.255
H 5.150 -1.515 2.562
H 4.199 -0.309 3.581
H 6.462 0.489 1.669
H 6.844 0.089 3.352
Cl -4.934 -2.329 -2.141
C -3.859 -2.591 -0.788
C -4.672 -2.385 0.438
Cl -5.406 -0.784 0.740
H -3.009 -1.874 -0.949
H -3.460 -3.616 -0.779
H -4.070 -2.668 1.329
H -5.575 -3.011 0.403
Cl 0.795 6.894 -3.329
C 0.906 5.519 -2.198
C -0.364 5.502 -1.426
Cl -0.468 4.064 -0.389
H 1.779 5.633 -1.493
H 1.066 4.564 -2.694
H -1.214 5.353 -2.004
H -0.438 6.380 -0.786
Cl -0.919 -5.426 -1.706
C -1.298 -5.408 0.029
C 0.000 -5.412 0.863
Cl -0.430 -5.333 2.570
H -1.845 -6.346 0.123
H -1.979 -4.624 0.382
H 0.514 -4.498 0.567
H 0.583 -6.336 0.788
Cl -5.308 1.644 -4.946
C -3.772 1.413 -5.797
C -2.951 0.360 -5.209
Cl -1.446 0.083 -6.155
H -3.340 2.403 -5.667
H -3.990 1.338 -6.862
H -3.521 -0.522 -5.351
H -2.789 0.585 -4.143
Cl 3.700 4.925 0.259
C 4.464 3.441 -0.221
C 3.390 2.411 -0.783
Cl 2.935 2.976 -2.418
H 4.794 2.951 0.704
H 5.247 3.649 -0.936
H 2.650 2.471 -0.004
H 3.778 1.412 -0.906
Cl 1.820 2.688 -5.814
C 0.349 3.700 -5.529
C -0.451 2.996 -4.499
Cl -1.840 4.064 -4.208
H -0.238 3.752 -6.471
H 0.882 4.646 -5.279
H -0.007 2.806 -3.557
H -0.776 2.063 -4.929
Cl 7.217 1.590 -7.366
C 5.594 1.800 -6.556
C 5.259 0.910 -5.415
Cl 5.232 -0.897 -5.700
H 4.880 1.797 -7.422
H 5.597 2.769 -6.114
H 4.251 1.111 -5.115
H 5.964 1.089 -4.571
Br -0.540 1.732 9.742
C -2.057 2.044 8.522
C -3.370 1.703 9.229
Br -4.772 1.961 7.774
H -1.929 1.380 7.642
H -2.005 3.095 8.202
H -3.697 2.261 10.131
H -3.476 0.659 9.483
Br 3.461 -5.097 -1.397
C 2.726 -5.443 -3.146
C 2.800 -6.961 -3.322
Br 2.228 -7.292 -5.197
H 3.430 -4.860 -3.779
H 1.737 -4.994 -3.165
H 2.193 -7.457 -2.662
H 3.853 -7.296 -3.359
Br -4.277 -3.589 4.351
C -4.280 -2.592 6.016
C -3.318 -3.185 6.946
Br -3.406 -2.239 8.639
H -5.237 -2.739 6.325
H -4.062 -1.520 5.868
H -2.339 -2.982 6.493
H -3.398 -4.294 7.033
Br -7.366 3.384 1.710
C -5.989 2.547 2.859
C -4.695 3.387 2.661
Br -3.464 2.758 3.982
H -5.834 1.529 2.595
H -6.388 2.602 3.903
H -4.820 4.453 2.826
H -4.226 3.279 1.704
*
```

For the orbital gap, the calculation gives 10.27 eV. The value obtained for the total energy is -895933.8313 eV.

***

Entry 3:
Here is 2 unconnected molecules or ions with the total composition C8H5BN5O4 from the OMol25 dataset. Energies are from wB97M-V/def2-TZVPD.

Structure (ORCA input):
```
! RIJCOSX wB97M-V def2-TZVPD def2/J DEFGRID3
* xyz -1 1
N 1.824 2.398 2.796
C 1.604 1.401 2.225
C 1.472 0.231 1.431
C 1.789 0.378 -0.059
C 1.230 -0.797 -0.872
N 1.285 -1.057 -2.226
O 1.800 -0.627 -3.247
O 0.611 -2.378 -2.293
N 0.083 -2.743 -1.122
C 0.466 -1.764 -0.249
C 0.250 -1.882 1.145
N -0.525 -3.047 1.615
O -1.608 -3.373 1.103
O -0.107 -3.582 2.666
C 0.717 -0.823 1.940
H 2.798 0.788 -0.358
H 0.422 -0.945 2.956
H 1.171 1.207 -0.228
B -3.089 3.712 -0.983
H -3.407 3.342 0.117
H -2.174 4.523 -0.930
C -3.183 2.816 -2.205
N -3.427 2.222 -3.222
*
```

For the orbital gap, the calculation gives 4.17 eV. For the energy above the lowest of the compared OMol25 structures with the same formula, charge and spin, the calculation gives 1.364 eV. The value obtained for the total energy is -24685.6699 eV.